<A>
Below is C4H7NO in the gas phase, with properties calculated with ωB97M-V/def2-TZVPD.

Last column: Mulliken charge in e.
Positions of all 13 atoms, in Å:
H  2.43166  -0.57308  0.16524  0.380
H  1.33102  -0.60597  1.54753  0.306
C  0.33983  -0.43250  -0.35019  0.695
C  -1.03931  0.20950  -0.03552  -0.628
C  1.51625  -0.13509  0.57396  -1.323
O  -1.28048  0.19645  1.35295  -0.519
H  -1.12754  1.23088  -0.40838  0.363
C  0.29961  -0.11694  -1.79059  0.135
H  -1.55555  1.08183  1.63070  0.333
H  -1.68339  -0.31416  -0.81487  0.291
H  1.67891  0.93126  0.74544  0.323
H  0.20764  -1.52131  -0.36129  0.169
N  -0.40842  -0.00034  -2.70342  -0.525

Structure (SMILES): C[C@H](C#N)CO
HOMO, eV: -10.73

=====

<B>
Below is 2 unconnected molecules or ions with the total composition C4H7NO, with properties calculated with ωB97M-V/def2-TZVPD.

Last column: Mulliken charge in e.
Positions of all 13 atoms, in Å:
O  0.85249  0.13814  -2.92309  -0.138
H  0.03276  -2.42383  0.78256  0.270
H  -1.36334  0.79299  0.61475  0.226
C  0.73996  0.61881  0.73096  0.155
C  -0.51343  1.41567  0.92404  -0.829
H  1.73049  1.10440  0.93166  0.352
C  -0.03181  -0.58123  -2.84909  0.112
H  -0.60035  2.42854  0.31085  0.251
H  -1.17121  -1.07554  -0.02032  0.247
H  0.18073  -1.92050  -1.02852  0.147
N  0.92422  -0.55327  0.37113  -0.446
H  -0.67788  1.62088  2.11267  0.228
C  -0.10262  -1.56505  0.04240  -0.575

HOMO, eV: -9.05

=====

<C>
Below is C4H7NO in the gas phase, with properties calculated with ωB97M-V/def2-TZVPD.

Last column: Mulliken charge in e.
Positions of all 13 atoms, in Å:
C  -0.69304  1.20195  -0.60138  -0.948
C  -1.28678  -1.83502  1.27542  -0.219
H  1.46914  0.60880  0.86080  0.396
C  -1.64458  -2.98092  1.38332  -0.113
H  1.53945  0.68516  -0.96196  0.255
H  1.56689  -0.94082  0.12088  0.282
C  1.20563  0.06260  0.00763  -0.896
N  -0.22259  0.00242  0.10341  -0.006
H  -0.46912  1.03525  -1.57050  0.372
H  -1.72531  1.22526  -0.48354  0.382
H  -2.16059  -3.88171  1.45154  0.433
H  -0.27614  2.14890  -0.15560  0.282
O  -0.66426  -0.40345  1.38871  -0.219

Structure (SMILES): C#CON(C)C
HOMO, eV: -8.76

=====

We find <A> to be the most stable, with the next structure 0.494 eV higher.

=====

<A>
Below is C4H7NO in the gas phase, with properties calculated with ωB97M-V/def2-TZVPD.

Last column: Mulliken charge in e.
Positions of all 13 atoms, in Å:
C  1.00123  -1.82504  -1.07174  -0.271
H  0.64934  -2.43358  -0.22406  0.227
C  -0.31968  0.94395  0.01101  -0.317
H  -0.19422  0.09194  1.95455  0.293
H  -1.02954  -1.06806  0.08819  0.373
H  -1.56685  -0.16488  -1.33910  0.282
C  -0.15707  0.98437  1.33265  0.021
H  1.90311  -2.14441  -1.59088  0.261
O  0.07833  2.07877  2.09505  -0.468
H  0.03791  2.85126  1.51695  0.298
N  0.41575  -0.77799  -1.46398  -0.416
H  -0.10583  1.79414  -0.63858  0.248
C  -0.71248  -0.33046  -0.67008  -0.530

Structure (SMILES): C=NC/C=C/O
HOMO, eV: -8.93

=====

<B>
Below is 3 unconnected molecules or ions with the total composition C4H7NO, with properties calculated with ωB97M-V/def2-TZVPD.

Last column: Mulliken charge in e.
Positions of all 13 atoms, in Å:
C  0.31404  -0.67767  -0.97758  -0.818
H  -0.64014  -1.15286  -1.16726  0.464
H  1.98554  -0.66335  0.34336  0.459
N  -0.46006  -1.90304  2.12134  -0.409
H  -1.57138  0.40220  0.38238  0.309
C  0.20389  -1.45320  1.28567  0.479
O  -0.56775  2.07927  -0.19764  -0.466
H  0.76521  1.53998  0.75663  0.017
H  1.19155  0.96027  0.96419  0.027
C  0.93361  -0.87332  0.19144  -0.467
H  -1.57101  0.86366  -1.43559  0.311
H  0.79701  -0.15483  -1.79574  0.285
C  -1.21394  1.07969  -0.41695  -0.191

Structure (SMILES): C=CC#N.[H][H].C=O
HOMO, eV: -10.26

=====

We find <A> to be the most stable, with the next structure 2.249 eV higher.

=====

<A>
Below is C4H7NO in the gas phase, with properties calculated with ωB97M-V/def2-TZVPD.

Last column: Mulliken charge in e.
Positions of all 13 atoms, in Å:
H  1.79047  1.21841  1.02514  0.269
H  2.66663  0.31004  -0.38390  0.225
N  0.61792  0.02498  -0.21021  0.126
C  1.78524  0.50775  0.21061  -0.547
H  -1.94739  -1.16104  -0.22221  0.308
H  -0.21334  0.09779  1.69515  0.386
C  -1.86948  -0.27702  0.43300  -0.122
O  -2.83865  0.16141  1.00409  -0.451
C  -0.51574  0.36018  0.67601  -0.421
H  -0.65933  1.44264  0.64557  0.354
H  1.22562  -0.82625  -1.98845  0.234
H  -0.54222  -1.18899  -1.46713  0.063
C  0.38217  -0.65407  -1.33359  -0.425

HOMO, eV: -7.12

=====

<B>
Below is a molecular structure, C4H7NO, with properties calculated with ωB97M-V/def2-TZVPD.

Last column: Mulliken charge in e.
Positions of all 13 atoms, in Å:
H  -1.88671  -0.57193  1.26368  0.237
H  -2.06288  -2.05616  0.29622  0.271
C  0.96897  -0.12533  0.73306  0.183
N  1.00751  1.51832  -0.22614  -0.421
C  0.17894  1.10158  -1.16568  -0.224
H  0.49305  0.15861  1.68499  0.323
H  0.60823  0.59854  -2.03105  0.234
H  -0.59943  1.78100  -1.51134  0.310
C  -1.48538  -1.15014  0.43766  -0.625
H  0.81131  2.05333  0.61000  0.275
H  0.15965  -1.77103  -0.63369  0.319
O  2.08179  -0.60800  0.64223  -0.566
C  -0.27504  -0.92879  -0.09993  -0.316

HOMO, eV: -9.01

=====

We find <A> to be the most stable, with the next structure 2.141 eV higher.

=====

<A>
Below is 2 unconnected molecules or ions with the total composition C4H7NO, with properties calculated with ωB97M-V/def2-TZVPD.

Last column: Mulliken charge in e.
Positions of all 13 atoms, in Å:
H  -2.96639  0.05333  -1.63652  0.315
C  -0.06787  0.54654  -0.31780  0.298
H  0.06340  -2.32137  -0.36893  0.016
N  1.17636  -1.81772  1.24849  -0.001
O  2.31139  -1.55585  0.94698  -0.280
H  -0.42440  -3.05289  1.06641  0.253
C  0.42755  -2.86111  0.47133  -0.388
H  0.65896  0.76729  0.39588  0.520
H  -2.38480  -1.45923  -1.55376  0.291
H  1.20555  -3.62904  0.23471  0.371
C  -0.92156  0.07233  -0.97471  -0.529
C  -2.01742  -0.46135  -1.80917  -1.166
H  -1.73048  -0.41640  -2.81582  0.299

Structure (SMILES): C#CC.CN=O
HOMO, eV: -8.83

=====

<B>
Below is C4H7NO in the gas phase, with properties calculated with ωB97M-V/def2-TZVPD.

Last column: Mulliken charge in e.
Positions of all 13 atoms, in Å:
H  0.95673  -1.04330  -1.96676  0.246
C  -0.65053  0.39375  0.62278  -0.366
C  1.68750  -0.03543  -0.10259  -0.317
H  -1.85606  -1.44266  0.81677  0.368
H  -0.32193  0.68215  1.63251  0.327
C  0.81940  -0.20006  -1.29312  -0.499
O  -3.04214  0.20650  0.88426  -0.476
N  0.32546  -0.50809  0.03847  -0.288
H  2.44873  -0.77692  0.13010  0.239
H  0.45812  0.71672  -1.76201  0.242
H  1.91482  0.98555  0.20688  0.261
H  -0.81663  1.32433  0.05581  0.303
C  -1.97088  -0.33835  0.78142  -0.040

Structure (SMILES): O=CCN1CC1
HOMO, eV: -9.63

=====

<C>
Below is C4H7NO in the gas phase, with properties calculated with ωB97M-V/def2-TZVPD.

Last column: Mulliken charge in e.
Positions of all 13 atoms, in Å:
H  2.17946  0.40036  0.02570  0.322
N  1.61314  1.03662  -0.53646  -0.627
H  0.30722  2.66173  0.00382  0.261
O  0.87397  -1.21603  0.94038  -0.581
H  -1.60075  -1.45374  -1.08823  0.340
C  -1.29368  -1.48346  -0.03823  -1.154
C  0.62192  1.66661  0.30779  -0.469
H  -2.06212  -0.95969  0.54360  0.273
C  0.02916  -0.78927  0.17652  0.710
H  0.66119  1.49347  1.38196  0.243
H  -1.23509  -2.51570  0.31077  0.329
H  -0.30359  0.66940  -1.46765  0.347
C  0.25968  0.50165  -0.55229  0.005

Structure (SMILES): CC(=O)[C@H]1CN1
HOMO, eV: -9.90

=====

<D>
Below is C4H7NO in the gas phase, with properties calculated with ωB97M-V/def2-TZVPD.

Last column: Mulliken charge in e.
Positions of all 13 atoms, in Å:
C  -0.96799  -0.25054  -0.29254  1.226
H  1.92180  0.01812  1.01061  0.257
H  -0.19263  1.44046  -1.20727  0.450
O  -2.22332  -0.48614  0.32794  -0.506
H  -1.07262  1.95116  0.11839  0.317
C  1.58217  -0.97191  0.61091  -1.125
H  -1.81511  1.59776  -1.26925  0.381
H  2.40637  -1.51106  0.25740  0.396
N  -0.17594  -1.14816  -1.17511  -0.636
C  0.33314  -0.84576  -0.04052  0.098
H  1.57744  -1.53082  1.58883  0.283
H  -2.46231  -1.35185  0.06177  0.325
C  -1.02676  1.20765  -0.66806  -1.467

Structure (SMILES): CC1=N[C@@]1(C)O
HOMO, eV: -9.45

=====

We find <C> to be the most stable, with the next structure 0.786 eV higher.

=====

<A>
Below is C4H7NO in the gas phase, with properties calculated with ωB97M-V/def2-TZVPD.

Last column: Mulliken charge in e.
Positions of all 13 atoms, in Å:
H  0.19128  -1.07391  2.04654  0.320
H  0.85340  1.62501  -1.47962  0.197
H  -0.78113  1.21022  0.21999  0.335
C  1.01383  0.90497  -2.30967  -0.309
N  0.52468  -0.24965  -1.88547  -0.101
C  -0.46439  -0.23062  1.81020  -1.261
H  0.90553  0.83434  0.51265  0.342
C  -0.09440  0.39022  0.46857  -0.428
H  -1.49376  -0.59679  1.81571  0.310
C  -0.14490  -0.60820  -0.66303  0.545
H  -0.35509  0.51746  2.60093  0.356
H  0.54534  -1.04451  -2.52290  0.231
O  -0.70040  -1.67855  -0.61389  -0.539

HOMO, eV: -8.88

=====

<B>
Below is a molecular structure, C4H7NO, with properties calculated with ωB97M-V/def2-TZVPD.

Last column: Mulliken charge in e.
Positions of all 13 atoms, in Å:
H  0.62599  -0.09667  1.67074  0.338
C  1.59806  0.32361  -0.22353  -1.091
H  0.03732  1.37825  0.87816  0.319
N  -1.41310  -0.38322  -1.57906  -0.375
H  -0.48972  -1.47328  -0.12839  0.258
H  1.36729  0.79824  -1.18385  0.322
C  0.37802  0.35452  0.69604  -0.334
H  2.43641  0.85732  0.23832  0.329
H  1.92136  -0.70724  -0.42214  0.307
C  -1.25006  0.79455  -1.70412  -0.165
C  -0.77700  -0.46290  0.17981  0.169
H  -2.56573  -0.96727  0.58289  0.394
O  -1.87917  -0.38778  0.96459  -0.471

HOMO, eV: -10.59

=====

<C>
Below is C4H7NO in the gas phase, with properties calculated with ωB97M-V/def2-TZVPD.

Last column: Mulliken charge in e.
Positions of all 13 atoms, in Å:
H  0.79528  -2.61705  0.59057  0.307
H  -1.75503  1.01895  0.96639  0.258
H  -0.63084  1.27494  -1.93520  0.355
N  0.48181  -0.52384  0.63746  -0.397
H  -2.37593  2.17399  -0.34621  0.256
H  0.56725  -0.79196  -1.42265  0.369
C  1.32888  -1.69123  0.83602  -0.824
H  2.22993  -1.64033  0.21242  0.311
C  -0.54692  1.03814  -0.87361  0.181
C  0.22043  -0.20507  -0.55693  -0.286
O  -0.27820  2.15793  -0.04247  -0.403
H  1.63884  -1.74528  1.88216  0.286
C  -1.55817  1.57036  0.04804  -0.414

Structure (SMILES): C/N=C/[C@H]1CO1
HOMO, eV: -9.84

=====

<D>
Below is C4H7NO in the gas phase, with properties calculated with ωB97M-V/def2-TZVPD.

Last column: Mulliken charge in e.
Positions of all 13 atoms, in Å:
H  -2.22913  -0.61338  0.27299  0.246
H  0.47401  0.32472  2.05593  0.244
C  -0.39656  -0.60708  -0.84402  0.593
H  -2.40295  -0.35585  -1.48319  0.308
H  -1.81523  0.96435  -0.42190  0.306
C  -1.80429  -0.11634  -0.60498  -0.947
H  2.10660  -1.15433  0.40736  0.259
C  1.83019  -0.08655  0.28425  -0.374
C  0.69879  0.74514  1.08368  -0.571
O  -0.07474  -1.48697  -1.61592  -0.604
H  0.42748  1.81646  1.03132  0.282
H  2.64573  0.50828  -0.10239  0.198
N  0.52355  0.10737  -0.15118  0.062

Structure (SMILES): CC(=O)N1CC1
HOMO, eV: -9.59

=====

We find <D> to be the most stable, with the next structure 0.332 eV higher.

=====

<A>
Below is 2 unconnected molecules or ions with the total composition C4H7NO, with properties calculated with ωB97M-V/def2-TZVPD.

Last column: Mulliken charge in e.
Positions of all 13 atoms, in Å:
C  -0.59079  -1.99351  0.38202  0.307
C  0.00179  0.51618  -0.46613  0.057
H  -1.06123  0.49137  -0.70581  0.466
C  -0.46619  0.55550  1.83528  -0.757
H  2.04635  0.44702  -1.03740  0.285
H  -0.58773  -1.25750  1.22762  0.207
H  -1.51116  0.80927  1.65534  0.315
C  1.05891  0.42577  -1.50470  -0.980
H  0.95389  -0.51340  -2.06180  0.292
O  0.33662  0.67714  0.75155  -0.249
N  -0.61917  -2.81681  -0.42927  -0.446
H  0.98549  1.25084  -2.22329  0.294
H  0.02291  0.94993  2.71712  0.208

HOMO (alpha / beta), eV: -7.94 / -7.89

=====

<B>
Below is C4H7NO in the gas phase, with properties calculated with ωB97M-V/def2-TZVPD.

Last column: Mulliken charge in e.
Positions of all 13 atoms, in Å:
N  0.22128  0.26005  -0.47328  -0.149
H  -0.96675  -0.98126  -1.78299  0.292
C  1.27094  -0.75911  -0.08690  -0.386
H  1.23784  -1.79903  -0.41054  0.272
H  0.95714  1.66527  1.40902  0.341
H  -1.01155  0.79883  -2.05440  0.291
O  -0.93711  1.44433  2.02407  -0.497
H  -0.53410  -1.10022  1.09737  0.299
C  -0.95061  0.00893  -1.30256  -0.853
H  -1.84544  0.12760  -0.68296  0.319
C  0.20658  -0.33861  0.85140  -0.206
C  0.07032  1.03633  1.49991  0.036
H  2.28147  -0.36312  -0.08814  0.241

Structure (SMILES): CN1C[C@H]1C=O
HOMO, eV: -9.43

=====

We find <B> to be the most stable, with the next structure 1.725 eV higher.